<a>
Here is a 3-piece molecular cluster, C2H9NO4 overall from the Open Molecules 2025 dataset. Energies are from the ωB97M-V functional and the def2-TZVPD basis.

As for the SMILES: NCC(=O)O.O.O. The calculation puts the HOMO-LUMO gap at 9.9688 eV. As for the HOMO energy: -0.350 Ha.

The geometry in ORCA input format:
```
! wB97M-V def2-TZVPD RIJCOSX def2/J DEFGRID3
* xyz 0 1
O -0.808 0.870 0.676
C -0.446 0.275 -0.327
O -0.883 -0.969 -0.791
C 0.735 0.772 -1.200
N 0.823 2.205 -1.467
H -1.460 -1.318 -0.067
H 0.770 0.254 -2.135
H 1.497 0.690 -0.411
H -0.056 2.575 -1.855
H 1.593 2.410 -1.969
H 1.368 -0.683 1.238
H 0.948 0.456 2.137
O 1.252 -0.401 2.162
H -1.503 -3.082 1.049
H -1.835 -1.813 1.905
O -1.996 -2.242 1.054
*
```

<b>
Here is a 3-piece molecular cluster, C2H9NO4 overall from the Open Molecules 2025 dataset. Energies are from the ωB97M-V functional and the def2-TZVPD basis.

As for the SMILES: NCC(=O)O.O.O. The calculation puts the HOMO-LUMO gap at 10.1881 eV. As for the HOMO energy: -0.358 Ha.

The geometry in ORCA input format:
```
! wB97M-V def2-TZVPD RIJCOSX def2/J DEFGRID3
* xyz 0 1
O 0.302 -0.116 -0.707
C -0.137 -0.428 0.381
O -0.906 -1.505 0.569
C 0.195 0.281 1.679
N 1.037 1.448 1.504
H -1.027 -1.966 -0.283
H -0.737 0.516 2.184
H 0.697 -0.459 2.299
H 1.543 1.334 0.622
H 0.481 2.287 1.427
H -0.425 1.648 -1.305
H -1.492 2.624 -1.783
O -0.619 2.595 -1.372
H 0.562 -3.258 -1.157
H 0.523 -2.131 -2.217
O 0.004 -2.869 -1.843
*
```

Stability, highest: <b>

<a>
Here is a 3-piece molecular cluster, C2H9NO4 overall from the Open Molecules 2025 dataset. Energies are from the ωB97M-V functional and the def2-TZVPD basis.

As for the SMILES: NCC(=O)O.O.O. The calculation puts the HOMO-LUMO gap at 10.4648 eV. As for the HOMO energy: -0.368 Ha.

The geometry in ORCA input format:
```
! wB97M-V def2-TZVPD RIJCOSX def2/J DEFGRID3
* xyz 0 1
O 0.110 -0.315 -0.583
C 0.120 0.699 0.097
O 0.783 1.796 -0.348
C -0.262 0.875 1.607
N -1.083 -0.277 2.146
H 1.239 1.837 -1.310
H 0.652 1.014 2.283
H -0.863 1.773 1.905
H -2.049 -0.088 1.857
H -0.648 -1.175 1.778
H -0.894 -2.792 0.255
H -0.496 -2.060 -0.858
O -0.547 -2.940 -0.625
H 0.945 -0.059 -2.340
H 1.509 1.037 -3.345
O 1.484 0.673 -2.517
*
```

<b>
Here is C2H9NO4 as an isolated structure from the Open Molecules 2025 dataset. Energies are from the ωB97M-V functional and the def2-TZVPD basis.

The calculation puts the HOMO-LUMO gap at 10.1884 eV. As for the HOMO energy: -0.371 Ha.

The geometry in ORCA input format:
```
! wB97M-V def2-TZVPD RIJCOSX def2/J DEFGRID3
* xyz 0 1
H 1.404 0.775 1.086
O 1.718 1.741 0.306
N 0.551 -0.087 1.571
H 2.606 1.616 0.314
H -0.044 0.289 2.162
H 1.126 -0.638 2.338
C -0.276 -0.708 0.453
H -0.994 -1.566 0.855
H -1.029 0.135 0.221
C 0.463 -1.019 -0.887
O 0.515 -2.174 -1.352
O 0.810 0.079 -1.531
H 1.104 0.955 -0.842
O -3.322 1.329 0.638
H -3.391 0.504 1.189
H -3.522 1.100 -0.203
*
```

Stability, highest: <a>

<a>
Here is an isolated ion of composition C6H7N2 and charge +1 from the Open Molecules 2025 dataset. Energies are from the ωB97M-V functional and the def2-TZVPD basis.

As for the SMILES: C[C@@H]1C=[N+]=C=CC=N1. The calculation puts the HOMO-LUMO gap (spin up / spin down) at 8.1266 / 8.1255 eV. As for the HOMO energy (spin up / spin down): -0.531 / -0.531 Ha.

The geometry in ORCA input format:
```
! wB97M-V def2-TZVPD RIJCOSX def2/J DEFGRID3
* xyz 1 1
C 1.784 -1.811 -0.842
C 2.366 -1.753 0.285
C 1.055 -1.305 1.065
C -0.051 0.370 -0.359
C -0.084 -0.636 -1.448
C -1.223 1.188 -0.021
N 0.766 -1.632 -1.542
N 0.294 -0.417 0.764
H 3.284 -2.266 0.767
H 1.101 -1.672 2.065
H 0.900 1.024 -0.607
H -0.942 -0.619 -2.079
H -1.018 1.945 0.609
H -2.048 0.667 0.429
H -1.699 1.791 -0.851
*
```

<b>
Here is a 2-piece molecular cluster, C6H7N2 overall from the Open Molecules 2025 dataset. Energies are from the ωB97M-V functional and the def2-TZVPD basis.

The calculation puts the HOMO-LUMO gap (spin up / spin down) at 5.2025 / 5.2493 eV. As for the HOMO energy (spin up / spin down): -0.387 / -0.385 Ha.

The geometry in ORCA input format:
```
! wB97M-V def2-TZVPD RIJCOSX def2/J DEFGRID3
* xyz 1 1
C -0.282 -1.807 -2.184
C 0.842 -0.663 0.516
C -1.236 2.168 0.950
C -0.936 1.038 0.261
C 0.687 1.396 1.863
C 0.460 -2.995 -2.263
N -0.196 2.353 1.912
N 0.210 0.516 0.820
H -1.759 3.078 0.739
H -1.408 0.738 -0.618
H 1.573 1.102 2.246
H 0.718 -3.593 -3.183
H -0.154 -3.862 -1.706
H 1.477 -2.700 -1.753
H 0.003 3.231 2.401
*
```

Stability, highest: <a>

<a>
Here is C3H4NO2P in the gas phase from the Open Molecules 2025 dataset. Energies are from the ωB97M-V functional and the def2-TZVPD basis.

As for the SMILES: O=c1cc(P)[nH]o1. The calculation puts the HOMO-LUMO gap at 9.8534 eV. As for the HOMO energy: -0.347 Ha.

The geometry in ORCA input format:
```
! wB97M-V def2-TZVPD RIJCOSX def2/J DEFGRID3
* xyz 0 1
C -0.177 -0.938 0.598
C -0.115 0.369 0.289
C 0.757 -1.714 -0.274
N 0.838 0.502 -0.798
O 0.997 -2.915 -0.304
O 1.429 -0.763 -0.961
P -0.835 2.008 0.640
H -0.957 -1.602 1.104
H 1.561 1.265 -0.834
H -2.122 1.692 1.237
H -1.377 2.096 -0.698
*
```

<b>
Here is C3H4NO2P in the gas phase from the Open Molecules 2025 dataset. Energies are from the ωB97M-V functional and the def2-TZVPD basis.

The calculation puts the HOMO-LUMO gap (spin up / spin down) at 6.5735 / 7.7639 eV. As for the HOMO energy (spin up / spin down): -0.293 / -0.318 Ha.

The geometry in ORCA input format:
```
! wB97M-V def2-TZVPD RIJCOSX def2/J DEFGRID3
* xyz 0 1
C 1.405 -0.453 0.774
C 1.184 0.554 -0.156
C -1.065 -1.115 -0.881
N -1.629 -0.845 0.211
O 1.196 -1.731 0.433
O 0.646 0.363 -1.262
P 0.253 -2.392 -0.634
H 1.971 -0.315 1.677
H 1.585 1.542 0.094
H -1.318 -0.763 -1.883
H -2.373 -0.154 0.192
*
```

Stability, highest: <a>